The following is a DFT calculation (ωB97M-V with the def2-TZVPD basis set) of C40H66Ge2N4O5PS4SiTi as an isolated structure.

Geometry as XYZ:
```
124
Properties=species:S:1:pos:R:3:mulliken_charge:R:1
Ti 0.50 -0.33 0.63 -1.444
C -3.78 1.17 2.78 -1.127
C -3.29 0.73 1.40 -0.097
Ge -1.66 1.70 0.78 1.679
C -2.34 3.18 -0.34 -0.555
C -3.38 4.03 0.40 -1.127
C -0.82 2.61 2.32 -2.136
C 0.46 2.75 2.68 0.115
Ge 1.88 1.83 1.59 2.397
C 3.35 1.13 2.79 0.190
C 3.95 1.94 3.93 -1.275
C 2.74 3.33 0.54 -0.807
C 4.25 3.45 0.65 -1.578
C 0.75 3.64 3.84 0.934
C 1.85 4.50 3.84 0.127
C 2.08 5.36 4.90 -0.839
C 1.23 5.38 5.99 -0.479
C 0.14 4.52 6.01 -1.137
C -0.09 3.66 4.95 -0.009
H -4.67 0.62 3.09 0.361
H -4.02 2.23 2.81 0.395
H -3.01 1.00 3.54 0.067
H -4.04 0.93 0.63 0.653
H -3.12 -0.35 1.38 -0.106
H -2.78 2.73 -1.23 0.402
H -1.50 3.79 -0.66 0.383
H -4.22 3.43 0.74 0.249
H -3.79 4.81 -0.24 0.403
H -2.95 4.52 1.28 0.246
H -1.57 3.18 2.90 0.528
H 4.14 0.84 2.09 0.585
H 2.98 0.18 3.17 -0.714
H 4.43 2.86 3.58 0.191
H 4.71 1.37 4.48 0.431
H 3.19 2.23 4.65 0.100
H 2.26 4.27 0.84 0.723
H 2.44 3.19 -0.50 0.756
H 4.56 3.83 1.63 0.287
H 4.68 4.12 -0.10 0.362
H 4.75 2.48 0.54 0.240
H 2.53 4.48 3.00 0.344
H 2.94 6.02 4.87 0.411
H 1.41 6.05 6.82 0.388
H -0.53 4.51 6.86 0.425
H -0.93 2.97 4.99 0.350
S -3.30 -0.56 -2.27 -0.467
S -1.71 -0.17 -3.50 -0.069
S -0.86 1.61 -2.96 -0.217
S 0.43 1.48 -1.30 -0.332
C 3.27 0.85 -4.53 -0.840
N 2.54 -0.50 -4.59 0.125
C 3.58 -1.60 -4.73 -0.744
N 4.54 -1.55 -3.68 0.187
C 5.19 -0.25 -3.69 -0.909
N 4.26 0.86 -3.51 0.181
C 3.65 0.85 -2.17 -1.336
P 2.62 -0.65 -1.79 1.783
C 1.68 -0.70 -3.38 -0.773
C 3.94 -1.86 -2.36 -1.565
H 2.51 1.60 -4.34 0.397
H 3.73 0.99 -5.51 0.322
H 1.94 -0.49 -5.41 0.376
H 4.06 -1.45 -5.70 0.337
H 3.03 -2.55 -4.73 0.362
H 5.70 -0.13 -4.64 0.314
H 5.93 -0.22 -2.88 0.376
H 3.02 1.74 -2.05 0.586
H 4.45 0.92 -1.42 0.388
H 0.91 0.07 -3.39 -0.488
H 1.19 -1.67 -3.47 0.303
H 3.50 -2.86 -2.40 0.443
H 4.73 -1.90 -1.62 0.400
O -2.21 -2.14 3.03 -0.695
C -1.32 -1.29 3.11 0.126
O -0.59 -0.94 2.09 0.522
C -1.00 -0.63 4.41 -1.175
C -1.88 -0.78 5.47 -0.282
C -1.61 -0.21 6.72 -1.342
C -0.43 0.47 6.85 1.186
O 0.09 1.07 7.97 -0.552
C 1.34 1.64 7.57 -0.395
O 1.59 1.26 6.22 -0.450
C 0.46 0.60 5.80 0.059
C 0.20 0.09 4.56 1.450
H -2.78 -1.34 5.31 0.504
H -2.30 -0.31 7.55 0.435
H 2.13 1.25 8.21 0.335
H 1.27 2.73 7.63 0.245
H 0.89 0.20 3.74 -0.717
C 3.94 -4.00 2.38 -1.309
Si 2.25 -3.12 2.49 -0.054
C 0.92 -4.43 2.22 -0.807
C 2.11 -2.59 4.30 -0.922
C 2.10 -1.86 1.15 0.339
H 4.03 -4.81 3.11 0.309
H 4.74 -3.29 2.57 0.278
H 4.09 -4.42 1.38 0.271
H 0.96 -5.23 2.96 0.550
H 1.01 -4.88 1.23 0.117
H -0.07 -3.96 2.27 0.090
H 2.49 -3.40 4.93 0.529
H 1.07 -2.42 4.58 0.203
H 2.67 -1.69 4.54 0.218
H 1.98 -2.51 0.27 -0.273
H 3.08 -1.36 1.01 0.243
O -0.14 -1.76 -0.86 -0.123
C -1.02 -2.65 -0.88 0.111
C -1.20 -3.50 -2.11 -0.588
C -0.80 -4.96 -1.89 -0.526
C -1.91 -5.80 -1.26 -0.945
C -2.33 -5.36 0.14 -0.341
C -2.82 -3.92 0.23 -0.847
N -1.75 -2.94 0.19 0.691
H -0.59 -3.02 -2.88 -0.096
H -2.24 -3.41 -2.43 0.593
H 0.11 -5.01 -1.27 0.117
H -0.54 -5.40 -2.86 0.505
H -1.59 -6.85 -1.23 0.383
H -2.78 -5.76 -1.92 0.303
H -1.50 -5.48 0.84 0.128
H -3.13 -6.02 0.48 0.410
H -3.32 -3.76 1.18 0.424
H -3.55 -3.69 -0.56 0.391
H -1.62 -2.38 1.03 -1.060
```

Computed properties:
* total charge: -1
* frontier orbital gap (alpha / beta): 4.5 / 4.8 eV
* multiplicity: 3

---

The following is a DFT calculation (ωB97M-V with the def2-TZVPD basis set) of C40H67CdGeINO6Se as an isolated structure at a distorted geometry.

Geometry as XYZ:
```
118
Properties=species:S:1:pos:R:3:mulliken_charge:R:1
Cd -0.88 1.67 1.08 3.642
C -3.89 3.59 -0.51 -1.217
C -3.87 3.70 1.01 1.280
C -4.05 5.18 1.40 -2.043
C -5.00 2.89 1.63 -1.405
O -2.62 3.21 1.48 0.324
Ge -1.36 4.16 2.56 -0.565
O -0.81 2.43 3.25 0.135
C -1.22 1.88 4.50 1.530
C 0.03 1.62 5.34 -1.448
C -2.14 2.84 5.26 -2.061
C -1.97 0.58 4.23 -1.293
O -0.08 3.76 1.16 -0.396
C 1.12 4.47 0.88 1.298
C 2.31 3.58 1.22 -1.282
C 1.21 5.76 1.70 -2.037
C 1.11 4.82 -0.61 -1.424
H -4.75 4.12 -0.92 0.477
H -2.98 4.04 -0.92 0.204
H -3.93 2.55 -0.83 -0.032
H -5.02 5.54 1.05 0.488
H -4.01 5.29 2.48 0.449
H -3.26 5.79 0.95 0.413
H -5.96 3.20 1.22 0.417
H -4.86 1.82 1.44 0.175
H -5.01 3.04 2.71 0.291
H 0.56 2.56 5.51 0.357
H -0.24 1.18 6.31 0.410
H 0.70 0.94 4.82 0.158
H -1.62 3.79 5.46 0.421
H -3.04 3.05 4.68 0.334
H -2.44 2.41 6.22 0.493
H -1.32 -0.12 3.69 0.079
H -2.29 0.10 5.16 0.479
H -2.85 0.78 3.62 0.122
H 2.32 3.37 2.29 0.263
H 2.23 2.63 0.69 0.013
H 3.25 4.06 0.94 0.499
H 1.21 5.53 2.76 0.455
H 2.12 6.29 1.45 0.480
H 0.35 6.40 1.49 0.413
H 1.00 3.91 -1.21 0.117
H 0.27 5.48 -0.83 0.416
H 2.04 5.32 -0.90 0.365
C -0.73 -6.34 1.84 -1.680
C 0.50 -5.80 1.10 2.157
C 0.46 -6.29 -0.36 -1.655
C 1.75 -6.39 1.76 -2.220
C 0.49 -4.28 1.13 -1.206
C -0.57 -3.58 0.59 -0.445
C -0.61 -2.19 0.62 -0.262
Se -2.05 -1.58 -0.52 0.695
C -0.97 -1.15 -2.03 -0.302
C -1.07 -2.01 -3.09 -0.772
C -0.31 -1.79 -4.24 -0.499
C 0.60 -0.72 -4.23 -0.328
C 0.78 0.15 -3.17 -0.571
C -0.12 0.02 -2.03 0.635
O -0.25 0.89 -1.14 -0.608
C 1.81 1.27 -3.33 2.770
C 2.92 0.87 -4.31 -2.292
C 2.51 1.64 -2.02 -1.105
C 1.06 2.50 -3.88 -1.663
C -0.50 -2.69 -5.44 2.115
C -0.21 -4.15 -5.04 -1.629
C -1.96 -2.57 -5.91 -1.616
C 0.42 -2.32 -6.61 -2.151
C 0.39 -1.40 1.24 0.177
O 0.28 -0.12 1.41 -0.190
C 1.55 -2.12 1.69 0.068
C 1.54 -3.51 1.64 -0.248
C 2.78 -1.37 2.18 2.497
C 3.28 -0.45 1.06 -1.452
C 3.93 -2.31 2.56 -2.596
C 2.45 -0.52 3.42 -1.499
H -0.73 -7.44 1.82 0.461
H -1.65 -5.99 1.39 0.306
H -0.71 -6.02 2.89 0.364
H 0.47 -7.38 -0.39 0.468
H 1.33 -5.92 -0.91 0.351
H -0.44 -5.94 -0.87 0.324
H 1.70 -7.48 1.73 0.440
H 1.83 -6.08 2.80 0.438
H 2.66 -6.08 1.23 0.390
H -1.40 -4.11 0.12 0.419
H -1.77 -2.82 -3.02 0.597
H 1.23 -0.58 -5.10 0.437
H 3.33 -0.11 -4.07 0.413
H 3.72 1.61 -4.24 0.489
H 2.58 0.87 -5.35 0.451
H 3.16 0.83 -1.69 0.342
H 1.80 1.85 -1.23 -0.586
H 3.12 2.53 -2.18 0.605
H 0.61 2.26 -4.85 0.368
H 1.76 3.33 -4.01 0.429
H 0.27 2.81 -3.20 0.258
H -0.87 -4.48 -4.24 0.346
H 0.82 -4.26 -4.70 0.361
H -0.36 -4.80 -5.90 0.472
H -2.66 -2.89 -5.14 0.357
H -2.12 -3.18 -6.80 0.445
H -2.19 -1.53 -6.17 0.377
H 1.47 -2.41 -6.35 0.406
H 0.22 -1.30 -6.96 0.416
H 0.23 -3.00 -7.44 0.441
H 2.41 -4.03 2.01 0.642
H 3.53 -1.04 0.17 0.418
H 4.18 0.08 1.38 0.551
H 2.52 0.28 0.80 -0.157
H 4.24 -2.93 1.71 0.453
H 3.66 -2.96 3.39 0.452
H 4.79 -1.71 2.86 0.458
H 1.72 0.24 3.15 -0.295
H 3.35 -0.02 3.78 0.469
H 2.04 -1.14 4.22 0.442
I -4.37 -0.21 -1.83 -0.303
O -3.23 0.07 1.23 -0.310
N -2.77 0.20 0.14 -0.126
```

Computed properties:
* total charge: 0
* frontier orbital gap (alpha / beta): 6.7 / 4.9 eV
* multiplicity: 2

---

Energy above the lowest of the compared OMol25 structures with the same formula, charge and spin per entry: 0.625 1.609 eV